# C3H5NO2

A single C3H5NO2 molecule (wB97M-V/def2-TZVPD, OMol25).

HOMO-LUMO gap: 10.83 eV
LUMO energy: 0.748 eV
E_HOMO: -10.08 eV

Each line ends with the Mulliken charge.
Positions of all 11 atoms, in Å:
1 O 0.56580 -1.35732 1.24326  -0.449
2 H -0.44859 -0.18391 -1.62851  0.313
3 O -1.25118 2.14598 1.34757  -0.524
4 H -0.52639 -1.92349 -1.18394  0.310
5 N 0.60414 0.98685 0.41902  -0.190
6 H 1.03981 -1.14964 -1.51409  0.293
7 H -1.11678 0.18674 0.71532  0.263
8 H 1.36173 1.68538 0.49415  0.249
9 C 0.04256 -0.99372 -1.08966  -0.841
10 C 0.37185 -0.62275 0.32937  0.460
11 C -0.64296 1.22587 0.86751  0.115

Cartesian forces, eV/Å:
0.05 0.80 -0.60
0.12 -0.10 0.12
0.66 0.21 -0.25
0.17 0.17 0.29
-0.57 -0.78 0.36
-0.10 0.01 -0.26
-1.14 1.26 0.39
-0.27 -1.11 0.05
0.06 0.02 -0.01
2.05 0.23 -0.16
-1.02 -0.71 0.07

---

# C14H27ClIN2O2P2Y

A molecular structure, C14H27ClIN2O2P2Y (wB97M-V/def2-TZVPD, OMol25).

HOMO-LUMO gap: 7.11 eV
LUMO energy: -7.339 eV
Charge: +2
E_HOMO: -14.45 eV

Each line ends with the Mulliken charge.
Positions of all 50 atoms, in Å:
1 C -3.54711 -0.46336 -2.45387  -1.157
2 C -3.88484 0.11984 0.29701  -1.253
3 H -3.09869 -1.10184 -3.23133  0.302
4 I 0.19200 -3.85240 0.57843  -0.320
5 O -0.36035 0.18156 -2.13017  -0.552
6 P -2.91705 -0.96286 -0.81514  0.910
7 C 3.65759 0.03499 0.29352  -1.213
8 H 2.94208 -1.06666 -3.27605  0.346
9 C 0.05997 -0.57065 -3.09196  0.853
10 C -3.63833 -2.64121 -0.63154  -1.184
11 Y -0.16160 -0.88493 0.02242  0.217
12 H 0.33994 3.62559 6.59240  0.270
13 H 3.12372 0.61585 -2.63961  0.357
14 H -1.05998 -0.59574 2.55354  0.556
15 C -0.46505 1.32455 3.62921  -0.915
16 H 4.70392 -0.19530 0.06556  0.467
17 N 0.12457 2.99251 5.81944  -0.339
18 C 3.36222 -2.62005 -0.71608  -1.292
19 C 3.36456 -0.44429 -2.47306  -1.259
20 C -0.54998 0.42904 2.54683  -0.214
21 H -4.95292 0.00350 0.08145  0.416
22 P 2.63643 -0.93878 -0.87215  0.960
23 H -3.48027 -2.91962 0.41947  0.382
24 C 0.23615 2.51969 3.44468  1.041
25 H -3.56323 1.15879 0.13325  0.360
26 H -0.87344 -0.32214 -4.97001  0.349
27 H -4.64868 -0.54048 -2.50718  0.451
28 H -3.24640 0.57965 -2.63706  0.341
29 H -0.90256 1.03808 4.59743  0.367
30 H 3.37610 -0.28353 1.30837  0.342
31 C 0.75190 1.96546 1.16680  -0.261
32 H 4.44205 -2.55601 -0.90452  0.425
33 H 3.14978 -2.94823 0.30898  0.376
34 C 0.45643 3.48823 4.57023  0.187
35 H -3.11038 -3.36559 -1.26948  0.325
36 H 1.19479 2.11093 0.20839  0.783
37 Cl -0.20106 -2.24878 -2.85445  0.044
38 H -4.70834 -2.61177 -0.88213  0.400
39 H 0.91324 -0.23695 -5.02420  0.377
40 H 0.04390 2.00587 5.95270  0.162
41 H 2.88638 -3.32232 -1.41315  0.335
42 C 0.84155 2.84357 2.20998  -0.907
43 H 1.41588 3.74297 2.06574  0.510
44 H -0.05251 1.13304 -4.43514  0.339
45 H -3.63026 -0.20431 1.31650  0.375
46 C 0.03223 0.02863 -4.45191  -1.219
47 N 0.05581 0.81904 1.36072  -0.109
48 H 3.42857 1.09824 0.12420  0.344
49 H 4.45800 -0.58134 -2.41845  0.464
50 O 0.86328 4.61951 4.43138  -0.540

Cartesian forces, eV/Å:
0.43 0.29 -0.31
0.37 -0.34 -0.06
-0.25 0.21 0.19
-0.39 1.35 0.10
2.75 -2.43 -1.81
-0.89 -0.40 -0.23
-0.52 -0.21 -0.23
0.27 0.23 0.12
-4.63 3.42 2.10
0.18 0.32 0.32
0.01 -2.55 -1.94
-0.14 -0.61 -0.27
0.21 -0.28 -0.24
0.65 1.46 0.24
-0.26 -1.17 -0.38
-0.12 0.25 0.32
0.40 0.93 -1.07
-0.29 0.25 0.31
-0.45 0.36 0.00
0.96 1.49 -0.88
0.18 0.12 0.27
0.81 -0.66 -0.06
-0.23 -0.23 -0.30
0.46 0.03 -0.82
-0.21 -0.26 0.16
0.34 -0.32 0.15
0.54 -0.03 0.13
-0.18 -0.30 -0.08
0.12 0.27 -0.70
0.36 0.31 -0.17
-1.33 -1.00 1.65
-0.26 -0.09 0.09
0.27 -0.18 -0.31
-0.29 0.38 2.31
-0.18 0.27 0.22
0.20 0.15 -0.53
0.98 -0.17 -0.14
0.30 -0.11 0.15
0.02 -0.23 -0.34
0.07 -0.05 0.55
0.14 0.21 0.21
-0.07 0.01 0.47
-0.06 0.33 0.40
0.23 -0.67 0.47
-0.43 0.33 -0.10
0.64 0.48 -0.53
-0.47 -0.36 1.23
0.33 -0.29 0.28
-0.47 0.05 -0.12
-0.12 -0.57 -0.83

---

# C4H6O2Sm

A molecular structure, C4H6O2Sm (wB97M-V/def2-TZVPD, OMol25).

HOMO-LUMO gap (alpha / beta): 6.79 / 6.96 eV
LUMO energy (alpha / beta): -9.058 / -8.895 eV
Charge: +2
2S+1: 7
E_HOMO (alpha / beta): -15.85 / -15.86 eV

Each line ends with the Löwdin spin population.
Positions of all 13 atoms, in Å:
1 O 1.27328 -1.07973 1.29861  0.000
2 Sm -2.13766 0.58387 3.24745  6.025
3 C 0.15936 0.75929 -1.08435  0.000
4 H -0.35952 -1.59117 0.32344  0.000
5 H 1.01618 1.32954 -1.44952  0.000
6 H -0.72651 -0.19827 -2.74703  0.000
7 H -0.41632 -1.40823 -1.56528  0.000
8 H 0.57958 1.64559 0.40513  0.000
9 O -1.28681 0.84017 1.02111  -0.024
10 C -0.12733 0.66164 0.40636  -0.001
11 H 2.00876 -0.45182 1.39946  0.000
12 C -0.31039 -0.33918 -1.74716  0.000
13 C 0.32737 -0.75171 0.49180  0.000

Cartesian forces, eV/Å:
1.35 -1.37 -0.80
0.37 0.46 -1.83
-1.04 -3.81 -0.66
0.37 0.50 -0.33
-1.25 0.95 -0.54
1.51 0.01 -0.80
-1.10 0.61 1.18
-0.47 -2.29 2.71
-2.24 -0.32 1.98
3.83 2.01 -1.01
-0.26 0.42 0.24
-1.08 0.69 -3.39
0.01 2.15 3.25

---

# C11H15FSi

A single C11H15FSi molecule (wB97M-V/def2-TZVPD, OMol25).

HOMO-LUMO gap: 10.03 eV
LUMO energy: 0.709 eV
E_HOMO: -9.32 eV

Each line ends with the Mulliken charge.
Positions of all 28 atoms, in Å:
1 H -0.94735 -3.43174 2.35066  0.273
2 H -2.17566 -0.08747 -1.00663  0.164
3 H -2.49332 2.29074 0.45256  0.259
4 C -1.14103 -0.46125 0.89278  0.523
5 C 3.27535 -0.17763 -1.59260  -1.573
6 C -1.41382 2.56265 0.20884  -0.314
7 C 1.49365 1.13672 -0.25469  -0.906
8 H 3.03303 0.39052 -2.42932  0.401
9 H 1.69185 1.82211 -1.11595  0.452
10 H -1.97312 4.36834 -0.70830  0.311
11 H 2.22173 -0.88801 0.23616  0.317
12 H 1.29172 -0.60178 -1.42208  0.226
13 F 0.51630 1.43246 2.23893  -0.325
14 C -1.17363 3.69360 -0.44307  -0.535
15 C -0.88846 -1.37112 1.93318  -0.540
16 Si -0.24404 1.16289 0.78287  0.383
17 H -0.15013 3.73020 -1.03224  0.168
18 H 2.07331 1.62215 0.58935  0.320
19 H -0.45398 -0.91214 2.75898  0.531
20 H 3.92010 0.49998 -1.06901  0.343
21 C -2.29580 -2.14086 -0.29609  -0.329
22 H 3.59845 -1.14418 -1.69873  0.451
23 H -1.99044 -4.09625 0.36610  0.428
24 C 2.06087 -0.27578 -0.70230  -0.052
25 H -2.73493 -2.55722 -1.21231  0.309
26 C -1.30550 -2.61427 1.73087  -0.426
27 C -1.84278 -3.07337 0.60730  -0.459
28 C -1.95241 -0.87930 -0.16525  -0.398

Cartesian forces, eV/Å:
-0.18 0.32 0.81
0.26 -1.70 1.61
1.22 0.79 0.10
-0.17 0.45 0.38
-0.76 2.05 2.88
-1.29 -1.47 1.08
0.06 0.21 0.85
-0.50 0.29 -2.05
-0.88 -0.30 0.52
0.10 0.26 -0.07
-0.37 0.20 -1.41
-0.21 -0.92 1.00
-1.28 -0.14 -0.66
2.25 -1.14 -1.95
-0.56 3.57 -2.02
2.25 0.98 -1.05
-1.96 0.67 1.64
-0.04 -0.76 -0.91
1.08 -0.23 1.68
1.34 -0.17 0.35
-0.95 -3.64 -2.20
1.48 -2.01 -0.95
-0.04 -0.81 0.28
-1.75 1.32 0.70
-0.20 0.61 0.32
1.89 -4.08 2.73
-1.76 0.34 -1.95
0.96 5.33 -1.72

---

# C4H8OS

A single C4H8OS molecule (wB97M-V/def2-TZVPD, OMol25).

HOMO-LUMO gap: 8.60 eV
LUMO energy: 0.140 eV
E_HOMO: -8.46 eV

Each line ends with the Mulliken charge.
Positions of all 14 atoms, in Å:
1 H -1.71927 1.34869 -1.10987  0.333
2 H -0.75437 -0.12456 -1.74753  0.310
3 H -1.50349 0.76267 1.09531  0.386
4 H 2.25888 -1.42302 0.59213  0.337
5 C 0.37505 -0.35895 1.01481  0.481
6 C -0.96132 0.07348 0.42880  -0.682
7 H -1.69479 -0.75434 0.33696  0.334
8 H 1.40111 -0.65519 -0.77549  0.287
9 S 0.71542 0.04721 2.54145  -0.271
10 C 1.26312 -1.20572 0.15394  -1.065
11 H 0.71350 -2.08863 -0.10191  0.309
12 O 0.45593 1.46173 -1.00084  -0.506
13 C -0.81058 0.70514 -0.98711  -0.556
14 H 0.26082 2.21147 -0.44064  0.303

Cartesian forces, eV/Å:
0.93 -0.42 -0.53
0.05 1.24 0.52
0.67 -0.04 -0.04
-0.87 0.06 -0.10
-0.57 -0.14 0.49
-0.67 0.00 -0.64
0.64 -0.09 0.04
0.21 -0.06 -0.12
0.25 0.01 0.03
0.48 0.90 0.11
-0.17 -0.84 -0.10
-1.80 -0.66 -0.64
0.56 -0.42 0.78
0.28 0.45 0.20

---

# C6H11N3O

2 unconnected molecules or ions with the total composition C6H11N3O (wB97M-V/def2-TZVPD, OMol25).

HOMO-LUMO gap: 9.64 eV
LUMO energy: 0.732 eV
E_HOMO: -8.90 eV

Each line ends with the Mulliken charge.
Positions of all 21 atoms, in Å:
1 H 2.84478 -0.14288 0.39519  0.266
2 H -1.08348 1.45374 -1.65275  0.263
3 H 0.27373 -2.96594 0.57586  0.312
4 C -0.19340 -2.29983 -0.20772  -0.258
5 H -2.56570 0.56206 -2.25557  0.358
6 H -2.15566 -1.91696 -2.80658  0.470
7 H -1.53396 -3.67911 -1.19352  0.164
8 N -0.35598 -1.00964 -0.15501  -0.368
9 C -1.72771 -1.70836 -1.93468  -0.545
10 N -1.22895 -2.75462 -1.04750  -0.123
11 H -2.34039 0.95074 -0.64309  0.319
12 C -1.19081 -0.60174 -1.24372  0.421
13 O 3.14175 2.19891 0.71071  -0.626
14 H 0.62710 2.87878 1.81078  0.357
15 C -1.84587 0.65938 -1.48612  -1.150
16 H 1.75780 2.90350 2.78390  0.409
17 H 1.22775 -0.04789 0.86100  0.373
18 C 2.27487 1.58208 1.33213  0.655
19 H 0.62892 1.55793 2.78192  0.379
20 C 1.23470 2.18937 2.28450  -1.197
21 N 2.21052 0.19049 1.09026  -0.477

Cartesian forces, eV/Å:
0.39 0.26 -0.46
-0.70 -0.15 -0.35
-0.45 1.02 -1.21
-4.16 -0.83 0.08
-0.42 0.13 -0.99
-2.12 -0.61 -3.12
0.32 -1.31 -0.13
0.50 2.32 -1.68
5.00 -0.03 8.39
1.19 0.28 -2.29
-1.52 0.84 2.44
-0.72 -3.61 -0.29
-1.02 0.39 1.62
-1.57 0.99 -2.01
3.07 1.96 -0.82
1.77 1.42 2.63
0.67 -0.46 0.30
1.02 -1.11 -2.26
-1.46 -2.28 2.04
2.40 -0.27 -3.13
-2.19 1.06 1.23

---

ΔE to the lowest compared entry with this formula, charge and spin, record by record: 196.3 0.0 0.0 0.0 98.9 249.3 kJ/mol
Calculated total energy, record by record: -8775.6601 -62264.3195 -26221.2511 -22244.7653 -17159.4249 -12916.4615 eV